[1]
Molecular formula: C10H15ClI2N2O2PRe
Method: DFT, ωB97M-V/def2-TZVPD

Cartesian coordinates (Å):
H1 2.917 -3.502 1.990
C1 -4.023 1.571 0.666
H2 4.095 -3.857 -0.292
H3 -4.056 1.405 -0.401
O1 -0.246 0.686 -1.372
H4 -3.363 3.515 2.567
C2 2.733 -2.246 -1.054
H5 -2.678 2.118 3.382
Cl1 -1.760 -1.258 3.129
C3 -2.053 3.234 -0.153
I1 -0.636 1.998 -3.616
C4 -2.498 2.800 2.556
C5 1.905 -1.187 -0.531
H6 -2.166 2.878 -1.168
N1 3.683 -3.610 -2.783
O2 2.267 -1.802 -3.199
H7 -1.068 3.681 -0.045
H8 -1.600 3.393 2.627
H9 -4.748 2.414 0.807
Re1 -0.673 0.056 1.469
H10 1.871 -0.415 -1.338
C6 1.545 -2.278 1.456
N2 1.074 -1.312 0.595
C7 -0.263 0.808 -0.153
C8 2.902 -2.553 -2.450
C9 3.297 -3.119 -0.189
C10 2.668 -3.038 1.055
H11 -2.780 4.029 -0.090
H12 4.266 -4.178 -2.123
P1 -2.210 1.847 1.029
I2 1.331 3.144 -2.331
H13 1.082 -2.316 2.462
H14 3.637 -3.691 -3.784
H15 -4.454 0.781 1.285

Spin multiplicity: 4
Gap between HOMO and LUMO (spin up / spin down): 4.258 / 4.411 eV
Lowest unoccupied orbital energy (spin up / spin down): -13.9 / -13.8 eV
Net charge: +3

[2]
Molecular formula: H22O11
Method: DFT, ωB97M-V/def2-TZVPD

Cartesian coordinates (Å):
H1 2.328 -2.363 0.269
H2 0.500 2.381 0.335
H3 1.307 0.613 -3.202
H4 -0.710 -1.396 2.568
H5 -2.292 1.979 1.585
H6 0.236 -4.330 -0.093
H7 0.251 3.688 0.591
H8 -0.369 0.543 3.711
O1 0.207 0.338 2.780
O2 3.717 0.134 -0.343
H9 -3.174 1.003 -0.584
H10 3.676 -0.200 0.534
O3 1.051 3.193 0.701
O4 1.766 0.015 -3.770
H11 0.500 -0.030 0.337
O5 -1.030 -2.232 2.690
O6 0.386 0.651 -0.352
O7 -3.699 1.027 -1.479
H12 -2.126 0.622 -2.333
H13 -0.510 0.599 -0.646
H14 -1.220 1.203 0.847
H15 2.318 -1.625 1.418
O8 -1.263 0.559 -2.503
H16 2.900 0.397 -0.770
O9 -0.292 -3.518 0.241
O10 -2.187 1.267 0.955
H17 0.288 -2.828 0.076
O11 1.722 -1.929 0.661
H18 -1.062 -2.715 1.810
H19 1.246 -0.014 -4.603
H20 -4.402 0.391 -1.406
H21 0.678 1.146 2.732
H22 -0.742 1.428 -2.759

Gap between HOMO and LUMO: 10.290 eV
ΔE to the lowest compared entry with this formula, charge and spin: 4.163 eV
Lowest unoccupied orbital energy: -0.2 eV

[3]
Molecular formula: C13H11INO6ReS6Sb
Method: DFT, ωB97M-V/def2-TZVPD

Cartesian coordinates (Å):
O1 0.289 -0.358 -1.796
C1 -1.183 2.786 0.974
C2 -2.352 4.624 1.947
O2 2.268 1.553 0.110
O3 0.114 -1.528 0.059
C3 -1.213 -4.893 -1.997
S1 3.207 0.536 -0.471
C4 -0.002 -1.420 -1.245
H1 0.238 3.495 3.851
S2 -0.966 -0.477 2.201
N1 -0.362 2.786 2.030
C5 -0.473 3.651 3.055
C6 -1.465 4.594 3.024
O4 0.603 1.863 2.126
H2 3.604 1.657 -2.435
C7 -2.219 3.716 0.922
S3 0.510 -2.462 5.024
S4 -0.330 1.360 5.597
Re1 0.789 0.170 0.904
H3 3.776 -0.113 -2.619
C8 -1.517 -4.765 -3.346
C9 3.160 0.688 -2.217
S5 2.103 -0.048 2.700
S6 -0.743 1.683 -0.257
H4 -1.545 5.290 3.845
O5 4.564 0.600 -0.056
C10 -0.707 -3.804 -1.309
H5 -1.544 -3.482 -5.069
H6 -1.376 -5.832 -1.488
H7 -2.886 3.703 0.073
O6 2.465 -0.723 -0.053
I1 -2.316 -6.386 -4.373
H8 -0.471 -3.883 -0.256
C11 -0.502 -2.598 -1.973
H9 2.134 0.623 -2.569
H10 -0.631 -1.539 -3.827
C12 -1.306 -3.566 -4.018
Sb1 0.229 -0.380 4.340
H11 -3.146 5.358 1.918
C13 -0.797 -2.482 -3.326

Spin multiplicity: 2
Gap between HOMO and LUMO (spin up / spin down): 5.489 / 5.511 eV
Lowest unoccupied orbital energy (spin up / spin down): -3.0 / -2.9 eV

What are the molar mass values for these records? In order: 701.68; 198.17; 904.51 g mol⁻¹.